1.
A cluster of 11 separate species, C24H67N4O12 in total in a non-equilibrium geometry. Source: OMol25; level of theory: wB97M-V/def2-TZVPD.

Cartesian coordinates (Å):
C -0.44634 -1.43131 1.35051
C -0.60694 0.03478 1.33065
O -1.65416 0.52029 1.70732
O 0.37640 0.71484 1.05687
H -0.74705 -1.76763 0.40648
H -0.99758 -1.90451 2.16258
H 0.62739 -1.68377 1.40635
C 2.35235 2.39343 -1.36684
O 2.37475 1.74028 -0.15402
H 3.34050 2.40897 -1.79287
H 2.19410 3.44053 -1.15534
H 1.51817 2.05355 -2.05211
H 1.52323 1.39974 0.01415
C -3.56982 -1.31297 -0.15588
O -3.78841 -0.91919 1.14977
H -2.59851 -1.73717 -0.28798
H -3.73029 -0.54889 -0.87830
H -4.39373 -2.02154 -0.29127
H -3.03905 -0.34443 1.36783
C 3.31282 -0.45035 2.96535
O 4.29832 -1.26963 3.36968
N 2.79426 -0.55091 1.81187
N 2.77804 0.43225 3.79399
H 3.06959 -1.26242 1.12803
H 1.95763 0.00478 1.56629
H 3.16890 0.30653 4.74379
H 1.87851 1.03225 3.66602
C 0.21283 2.31745 4.24991
O 0.51336 3.04931 5.37520
N 0.87316 2.28217 3.16291
N -0.81167 1.51499 4.15638
H 1.68544 2.90480 3.02838
H 0.56456 1.83499 2.31438
H -1.37594 1.39926 4.93796
H -1.22044 1.02716 3.33917
C 4.14253 -2.96656 0.28544
C 3.40865 -4.22883 -0.15529
C 1.99755 -4.31667 0.45713
O 3.22097 -4.28548 -1.36451
H 5.16662 -2.94312 -0.02401
H 4.13048 -2.92500 1.36571
H 3.67967 -2.10331 -0.06989
H 3.98650 -5.02370 0.21046
H 1.37864 -3.50360 0.07250
H 2.03391 -4.14496 1.50387
H 1.50212 -5.27339 0.29737
H 4.03708 -4.36464 -1.82937
C -5.05912 1.80304 1.76504
C -3.92724 2.45531 0.93944
C -4.51536 3.68226 0.14827
O -2.94173 2.87017 1.55205
H -4.67792 1.00430 2.40545
H -5.83866 1.30715 1.26890
H -5.53191 2.58937 2.42088
H -3.50443 1.72198 0.19387
H -5.39789 3.34293 -0.44665
H -3.80874 4.17782 -0.50760
H -5.01726 4.43642 0.76959
H -2.37744 2.05630 1.67590
C -1.75442 -0.20743 -2.73700
C -2.12852 1.31023 -2.77270
C -1.42536 2.13803 -1.67778
O -1.88754 1.86566 -3.87064
H -0.87733 -0.43663 -3.32405
H -2.67758 -0.77289 -2.97817
H -1.42054 -0.45538 -1.71943
H -3.21647 1.33652 -2.63410
H -2.04033 3.02370 -1.58544
H -0.41722 2.39253 -1.89532
H -1.33391 1.67024 -0.65825
H -2.12902 1.23643 -4.53991
C -0.28079 5.25129 2.68600
C 0.37008 5.02780 1.29257
C -0.45607 4.11309 0.45035
O 0.69796 6.00655 0.64470
H -1.00632 4.49324 2.91516
H -0.85315 6.20148 2.72616
H 0.44223 5.26179 3.49442
H 1.29523 4.45600 1.37939
H 0.16779 3.93532 -0.37095
H -1.35126 4.69370 0.14705
H -0.78306 3.16041 0.92851
H 1.41071 5.73096 0.08664
C 1.50071 -1.11653 -1.72575
C 2.50888 -1.29517 -2.81600
C 3.89241 -0.75910 -2.59601
O 2.66958 -2.42837 -3.30704
H 0.79568 -1.94461 -1.57763
H 0.93305 -0.19804 -1.97711
H 2.05172 -0.93349 -0.84131
H 1.99745 -0.83205 -3.64154
H 3.92980 0.22435 -2.07088
H 4.36950 -0.54645 -3.51703
H 4.61126 -1.46068 -2.12126
H 2.95893 -3.05853 -2.62968
C 0.35762 -5.08911 -2.85518
C -1.03891 -5.23926 -2.28694
C -1.37258 -3.98193 -1.40263
O -1.96076 -5.26281 -3.13970
H 1.08314 -5.11595 -2.05539
H 0.49693 -4.13251 -3.35124
H 0.55142 -5.89636 -3.57100
H -1.07864 -6.15197 -1.70984
H -2.18510 -4.35273 -0.84680
H -1.55244 -3.06568 -1.88442
H -0.58433 -3.78745 -0.65859
H -1.80186 -5.98360 -3.76603

Output
- HOMO-LUMO gap: 8.4 eV
- Max |F|: 12.30 eV/A
- Net charge: -1
- Energy relative to the best compared isomer or geometry (same formula, charge and spin): 1.5125 eV
- Spin multiplicity: 1
- Lowest unoccupied orbital energy: 2.069 eV

Results of the Löwdin charge analysis, in e, for atoms 1 through 99: C 0.040; C -0.705; O -0.031; O -0.060; H 0.031; H 0.114; H 0.077; C -0.182; O -0.108; H 0.069; H 0.054; H 0.093; H -0.015; C -0.175; O -0.122; H 0.030; H 0.052; H 0.096; H 0.010; C -0.679; O -0.141; N 0.182; N 0.153; H 0.065; H 0.071; H 0.122; H 0.085; C -0.652; O -0.129; N 0.144; N 0.201; H 0.156; H 0.065; H 0.092; H 0.093; C -0.016; C -0.598; C -0.007; O 0.013; H 0.090; H 0.079; H 0.024; H 0.130; H 0.051; H 0.075; H 0.087; H 0.131; C -0.039; C -0.640; C -0.037; O -0.023; H 0.063; H 0.049; H 0.093; H 0.127; H 0.077; H 0.051; H 0.070; H 0.075; C -0.035; C -0.599; C -0.019; O 0.032; H 0.069; H 0.090; H 0.049; H 0.130; H 0.072; H 0.042; H 0.080; H 0.109; C -0.006; C -0.676; C -0.051; O 0.061; H 0.056; H 0.088; H 0.066; H 0.122; H 0.038; H 0.107; H 0.072; H 0.113; C -0.012; C -0.640; C -0.017; O 0.010; H 0.080; H 0.074; H 0.042; H 0.136; H 0.079; H 0.063; H 0.086; H 0.070; C -0.034; C -0.612; C -0.014; O 0.018

***

2.
A structure of composition C23H33BrMgN2O4PS2Sb2 in a non-equilibrium geometry. Source: OMol25; level of theory: wB97M-V/def2-TZVPD.

Cartesian coordinates (Å):
Mg 1.46219 -0.89808 -0.85713
C 0.47859 -2.30058 2.82537
Sb -0.86121 -0.81438 1.92797
C -2.60381 -1.99518 2.55997
C -0.93361 0.30762 3.85147
C -1.98851 1.33112 3.89737
C -3.24181 0.99212 4.39637
C -4.27551 1.90772 4.49047
C -4.06051 3.21702 4.09537
C -2.82711 3.57272 3.58777
C -1.77891 2.65922 3.46827
C -0.53321 3.10302 2.86097
Sb -0.58421 2.76002 0.61437
C -1.30561 4.82922 0.27237
C 1.49649 3.39462 0.64037
H 0.14299 -2.57268 3.82557
H 1.48329 -1.89028 2.86847
H 0.49809 -3.18488 2.19387
H -2.48771 -2.33408 3.58637
H -2.71341 -2.84608 1.89737
H -3.49151 -1.37588 2.48617
H 0.06079 0.72482 3.96917
H -1.09911 -0.43878 4.62567
H -3.41031 -0.02408 4.72827
H -5.24261 1.60392 4.87567
H -4.85131 3.95582 4.17527
H -2.65411 4.59362 3.26947
H 0.33949 2.55222 3.19807
H -0.37271 4.16892 3.00567
H -0.72261 5.56712 0.81347
H -2.34061 4.88772 0.59497
H -1.26031 5.03952 -0.79023
H 1.62769 4.24472 1.30747
H 1.79219 3.66492 -0.36453
H 2.10959 2.56472 0.97537
Br 4.19489 -2.18068 -2.93783
C 3.67309 -0.32048 -2.97133
C 4.44819 0.54872 -3.67683
C 4.00599 1.91452 -3.71393
C 2.81369 2.22002 -3.11363
C 2.08249 1.24292 -2.43123
N 2.55999 -0.06468 -2.32303
C 0.82419 1.50752 -1.78693
O 0.25209 2.61692 -1.94803
O 0.32519 0.58572 -1.04153
H 5.33839 0.22552 -4.19293
H 4.61789 2.65882 -4.20703
H 2.41309 3.22412 -3.13123
C 0.67679 -6.55478 -2.23433
C 0.72699 -5.27048 -3.04773
O -0.30831 -4.41048 -2.62393
P -0.14371 -3.19308 -1.52803
S -1.97461 -3.01668 -0.84753
S 1.46669 -3.49428 -0.42853
O 0.25869 -1.95438 -2.52223
C -0.64681 -1.67398 -3.57613
C -0.28311 -0.36908 -4.26013
H 1.39799 -7.28208 -2.60263
H -0.32521 -6.97628 -2.28743
H 0.89229 -6.30698 -1.19733
H 0.53099 -5.46408 -4.11063
H 1.70989 -4.79608 -2.94013
H -1.66531 -1.62298 -3.16643
H -0.61121 -2.51318 -4.28943
H -0.39321 0.45652 -3.56123
H -0.94051 -0.21568 -5.11523
H 0.75069 -0.39078 -4.60413
N 2.93799 0.21692 1.74617
C 2.54259 -0.31468 0.79977

Output
- Expectation value of S²: 0.764
- HOMO-LUMO gap (spin up / spin down): 4.3 / 6.5 eV
- Max |F|: 2.11 eV/A
- Net charge: -2
- Spin multiplicity: 2
- Lowest unoccupied orbital energy (spin up / spin down): 4.324 / 4.320 eV

Charge distribution, Löwdin scheme, values in e: Mg 0.191; C -0.342; Sb 1.336; C -0.356; C -0.327; C -0.303; C -0.080; C -0.129; C -0.129; C -0.077; C -0.322; C -0.335; Sb 1.437; C -0.334; C -0.284; H -0.012; H -0.028; H -0.055; H -0.011; H -0.063; H -0.018; H 0.045; H 0.051; H 0.097; H 0.083; H 0.085; H 0.099; H 0.041; H 0.047; H -0.019; H -0.033; H -0.023; H -0.003; H -0.009; H -0.027; Br 0.661; C -0.742; C -0.174; C -0.119; C -0.043; C -0.219; N -0.031; C -0.719; O -0.131; O -0.262; H 0.067; H 0.075; H 0.107; C -0.093; C -0.340; O -0.387; P -0.152; S 0.257; S 0.361; O -0.407; C -0.301; C -0.047; H 0.066; H 0.072; H 0.048; H 0.113; H 0.083; H 0.080; H 0.115; H 0.067; H 0.075; H 0.082; N -0.043; C -0.310

***

3.
A structure of composition C6H9NO2SSi in a non-equilibrium geometry. Source: OMol25; level of theory: wB97M-V/def2-TZVPD.

Cartesian coordinates (Å):
C 2.75593 0.85766 0.94086
C 1.52257 0.83302 1.56486
C 2.98386 0.24445 -0.30830
C 0.51418 0.05438 0.98291
C 1.88735 -0.35844 -0.93493
C 0.67617 -0.52808 -0.24677
N -1.97991 0.09193 -1.14989
O -0.18252 -1.54490 -2.50492
O -2.38324 -0.77323 1.83005
Si -3.39498 -0.40868 0.79335
S -0.73392 -1.40293 -1.17273
H 3.66467 1.26803 1.52556
H 1.30340 1.51561 2.30865
H 3.91970 0.28995 -0.72334
H -0.32067 -0.24232 1.58593
H 1.97590 -0.57498 -1.90836
H -2.55364 -0.13383 -1.88426
H -1.63796 1.02130 -1.44007
H -4.16262 -1.30878 -0.08762
H -3.85427 1.09985 0.82900

Output
- HOMO-LUMO gap: 9.6 eV
- Max |F|: 3.92 eV/A
- Energy relative to the best compared isomer or geometry (same formula, charge and spin): 2.1464 eV
- Spin multiplicity: 1
- Lowest unoccupied orbital energy: 0.019 eV

Charge distribution, Löwdin scheme, values in e: C -0.079; C -0.064; C -0.051; C -0.085; C -0.069; C -0.316; N -0.184; O -0.502; O -0.469; Si 0.459; S 0.992; H 0.134; H 0.085; H 0.075; H 0.071; H 0.058; H -0.025; H 0.076; H -0.064; H -0.042

***

4.
A cluster of 2 separate species, C2H3N2O4 in total in a non-equilibrium geometry. Source: OMol25; level of theory: wB97M-V/def2-TZVPD.

Cartesian coordinates (Å):
C 0.95922 0.56924 0.40291
C -1.71687 -0.50258 0.51885
N -2.67032 -0.09488 -0.03126
N 1.19456 -0.60701 -0.13482
O -3.70019 0.36944 -0.31077
O 0.81351 -1.69685 0.37481
O 1.59978 1.58622 -0.23815
O 2.05571 -0.64216 -1.13238
H 0.10075 0.97612 0.94578
H -0.85139 -1.15893 0.56809
H 2.21524 1.20139 -0.96306

Output
- HOMO-LUMO gap: 7.1 eV
- Max |F|: 5.34 eV/A
- Net charge: -1
- Energy relative to the best compared isomer or geometry (same formula, charge and spin): 4.5572 eV
- Spin multiplicity: 1
- Lowest unoccupied orbital energy: 3.937 eV

Charge distribution, Löwdin scheme, values in e: C -0.226; C 0.130; N -0.252; N -0.473; O -0.016; O -0.165; O -0.077; O -0.166; H 0.105; H 0.032; H 0.109

***

5.
A cluster of 2 separate species, C5H12NO in total in a non-equilibrium geometry. Source: OMol25; level of theory: wB97M-V/def2-TZVPD.

Cartesian coordinates (Å):
O -1.36605 -0.20886 -0.19193
C -1.51790 -0.85153 -1.22471
C -2.73386 -1.67049 -1.58600
H -0.81443 -0.67025 -2.09296
H -3.45733 -1.72021 -0.73756
H -2.44326 -2.65913 -1.93099
H -3.14166 -1.15668 -2.46487
C 0.67927 2.09402 1.49876
C 1.02689 0.59041 1.56814
C 1.87707 -0.35949 -0.53650
N 2.07588 0.33069 0.51149
H 1.54063 2.64086 1.86650
H 0.55193 2.26962 0.43159
H -0.20314 2.32961 2.07154
H 1.45916 0.16710 2.48399
H 0.15707 -0.00654 1.22870
H 2.74755 -0.46339 -1.17915
H 0.92525 -0.86074 -0.72717
H 3.08676 0.66831 0.68716

Output
- Expectation value of S²: 0.753
- HOMO-LUMO gap (spin up / spin down): 5.8 / 11.1 eV
- Max |F|: 7.74 eV/A
- Energy relative to the best compared isomer or geometry (same formula, charge and spin): 1.1064 eV
- Spin multiplicity: 2
- Lowest unoccupied orbital energy (spin up / spin down): 1.029 / 0.994 eV

Charge distribution, Löwdin scheme, values in e: O -0.001; C -0.303; C -0.053; H 0.124; H 0.095; H 0.074; H 0.083; C -0.086; C -0.220; C -0.154; N -0.161; H 0.061; H 0.073; H 0.062; H 0.106; H 0.077; H 0.041; H 0.011; H 0.170

***

6.
The molecule C4H9NS in a non-equilibrium geometry. Source: OMol25; level of theory: wB97M-V/def2-TZVPD.

Cartesian coordinates (Å):
C 2.98911 0.64784 0.22179
C 0.49585 -0.21304 -0.20752
C -0.54484 -0.99471 0.04906
C -1.98402 -0.60038 0.25204
H 4.03013 0.52708 -0.14438
H 2.59861 1.55075 -0.23093
H 2.86808 0.78702 1.28532
H 0.33498 0.84179 -0.31934
H -0.34184 -2.04767 0.15168
H -2.21467 -0.51915 1.34334
H -2.56980 -1.38564 -0.16994
H -2.45499 0.42847 -1.38043
H -3.05810 1.08185 -0.02278
N -2.24455 0.67170 -0.43636
S 2.09605 -0.77593 -0.39154

Output
- Structure (SMILES): CS/C=C/CN
- HOMO-LUMO gap: 8.9 eV
- Max |F|: 1.48 eV/A
- Energy relative to the best compared isomer or geometry (same formula, charge and spin): 1.1482 eV
- Spin multiplicity: 1
- Lowest unoccupied orbital energy: 1.019 eV

Charge distribution, Löwdin scheme, values in e: C -0.422; C -0.517; C -0.198; C -0.279; H 0.042; H 0.028; H 0.032; H 0.065; H 0.086; H 0.126; H 0.087; H 0.063; H 0.054; N -0.003; S 0.836